C34H66B2Br18FNO5P | the ωB97M-V functional and the def2-TZVPD basis

Geometry as ORCA input:
```
! RIJCOSX wB97M-V def2-TZVPD def2/J DEFGRID3
* xyz -1 1
C -0.694 -0.843 2.519
C -0.531 0.410 2.111
C -0.739 2.015 1.902
C -1.562 2.387 0.565
C -2.903 1.518 0.311
B -3.065 1.129 -1.304
C -2.953 2.494 -2.261
C -4.241 3.488 -2.056
F -3.962 4.856 -2.500
O -4.510 0.772 -1.530
C -4.466 -0.636 -1.951
P -6.014 -1.396 -2.745
C -7.598 -0.586 -2.001
O -6.148 -3.059 -2.202
C -2.993 -0.964 -2.549
C -2.580 -0.445 -4.030
C -1.022 0.044 -4.092
O -0.800 1.282 -4.391
N 0.128 -0.852 -3.803
C 0.946 -0.387 -2.639
C 1.062 -0.991 -4.963
B -2.564 -2.536 -2.588
O -3.408 -3.431 -3.395
C -1.306 -3.219 -1.816
C -1.400 -3.069 -0.203
O -2.220 -0.041 -1.694
H -1.084 -1.898 2.786
H -1.121 2.532 2.868
H 0.344 2.425 1.744
H -1.893 3.508 0.567
H -0.876 2.249 -0.360
H -3.803 2.220 0.567
H -3.024 0.594 0.985
H -1.965 3.073 -2.101
H -2.972 2.230 -3.399
H -5.087 3.089 -2.730
H -4.609 3.528 -0.969
H -4.428 -1.182 -0.910
H -8.545 -0.991 -2.549
H -7.560 0.562 -2.018
H -7.709 -0.953 -0.897
H -5.786 -3.045 -1.272
H -2.628 -1.356 -4.763
H -3.265 0.362 -4.473
H 1.646 -1.270 -2.331
H 0.330 -0.061 -1.726
H 1.663 0.497 -2.894
H 1.385 0.004 -5.447
H 2.035 -1.490 -4.556
H 0.683 -1.682 -5.803
H -3.132 -3.427 -4.340
H -0.280 -2.839 -2.167
H -1.315 -4.366 -2.039
H -0.645 -2.264 0.116
H -2.485 -2.736 0.040
H -1.092 -4.048 0.313
Br 0.722 3.588 -2.001
C 1.227 4.640 -0.442
C 2.715 4.575 -0.194
Br 3.222 2.879 0.622
H 0.633 4.272 0.396
H 0.921 5.662 -0.677
H 3.019 5.339 0.526
H 3.308 4.681 -1.101
Br -3.179 4.530 3.586
C -2.669 5.581 5.146
C -1.181 5.516 5.387
Br -0.669 3.818 6.197
H -3.259 5.212 5.985
H -2.977 6.603 4.913
H -0.873 6.278 6.106
H -0.591 5.624 4.476
Br 5.756 4.578 -1.640
C 6.568 2.842 -1.998
C 6.121 2.294 -3.331
Br 4.312 1.577 -3.230
H 6.316 2.194 -1.158
H 7.644 3.026 -1.999
H 6.745 1.449 -3.628
H 6.123 3.040 -4.127
Br 1.896 -5.230 3.197
C 1.724 -4.603 5.035
C 0.463 -3.795 5.221
Br 0.658 -1.998 4.486
H 2.633 -4.046 5.267
H 1.694 -5.510 5.642
H 0.255 -3.646 6.283
H -0.411 -4.241 4.744
Br -8.105 -1.318 2.167
C -9.990 -0.948 1.840
C -10.728 -2.195 1.418
Br -10.357 -2.640 -0.443
H -10.034 -0.148 1.099
H -10.376 -0.576 2.792
H -11.808 -2.037 1.462
H -10.470 -3.072 2.013
Br 9.758 -0.167 0.001
C 9.863 1.778 0.092
C 9.337 2.294 1.408
Br 7.388 2.265 1.451
H 9.322 2.166 -0.772
H 10.925 2.010 -0.015
H 9.608 3.342 1.546
H 9.682 1.718 2.268
Br 11.886 4.936 1.709
C 11.016 6.486 2.509
C 11.016 6.395 4.016
Br 9.664 5.142 4.648
H 10.015 6.546 2.080
H 11.602 7.345 2.175
H 10.743 7.355 4.459
H 11.971 6.069 4.429
Br -6.787 -8.900 -3.004
C -7.067 -7.025 -3.464
C -6.732 -6.120 -2.305
Br -8.146 -6.138 -0.962
H -8.100 -6.931 -3.801
H -6.396 -6.837 -4.305
H -6.667 -5.081 -2.634
H -5.807 -6.393 -1.796
Br 4.639 -8.734 2.795
C 5.431 -7.525 1.487
C 6.634 -6.814 2.056
Br 6.102 -5.377 3.260
H 4.641 -6.845 1.163
H 5.721 -8.163 0.650
H 7.203 -6.325 1.263
H 7.298 -7.472 2.619
*
```

The LUMO energy is 1.280 eV. Its HOMO energy is -4.62 eV. The relative energy (zero: lowest compared OMol25 entry of this formula, charge and spin) is 138.0 kcal/mol.



C34H66F2N4O26S6 | the ωB97M-V functional and the def2-TZVPD basis

Geometry as ORCA input:
```
! RIJCOSX wB97M-V def2-TZVPD def2/J DEFGRID3
* xyz 0 1
O 2.855 -2.028 -0.446
C 3.069 -2.096 0.756
O 3.571 -1.054 1.416
C 3.840 -1.380 2.729
C 3.685 -2.906 2.703
F 3.062 -3.234 3.793
O 2.933 -3.145 1.618
H 4.853 -1.103 3.020
H 3.244 -0.832 3.459
H 4.640 -3.430 2.672
O 0.036 8.297 -0.260
C 0.251 7.177 -0.690
O -0.665 6.365 -1.154
C 0.013 5.345 -1.833
C 1.302 5.251 -1.087
F 2.294 4.885 -1.928
O 1.393 6.534 -0.693
H -0.500 4.384 -1.887
H 0.206 5.587 -2.878
H 1.226 4.580 -0.232
C -4.145 3.236 1.318
N -5.253 4.147 1.415
O -6.243 4.066 0.803
O -5.088 5.120 2.210
H -4.148 2.873 0.290
H -4.286 2.299 1.858
H -3.177 3.702 1.500
C -1.572 1.636 -4.261
N -2.678 0.680 -4.079
O -3.642 0.733 -4.809
O -2.673 -0.099 -3.137
H -0.674 1.019 -4.297
H -1.523 2.182 -3.319
H -1.825 2.302 -5.086
C -0.965 -3.254 -4.055
N 0.285 -2.497 -4.389
O 0.544 -1.493 -3.709
O 1.000 -2.942 -5.324
H -1.793 -2.549 -3.987
H -0.712 -3.679 -3.084
H -1.105 -3.925 -4.903
C 2.938 1.433 5.780
N 1.585 0.743 5.698
O 1.418 -0.169 6.470
O 0.776 1.103 4.840
H 3.644 0.691 6.152
H 2.907 2.256 6.494
H 3.317 1.764 4.813
O 4.382 1.799 -7.148
S 3.022 1.493 -6.690
O 2.317 0.244 -7.073
C 2.939 1.652 -4.899
C 2.519 3.143 -4.580
C 2.348 3.904 -5.784
C 1.937 2.946 -6.939
H 3.939 1.304 -4.642
H 2.154 0.968 -4.578
H 1.594 3.076 -4.007
H 3.295 3.601 -3.966
H 3.303 4.376 -6.016
H 1.691 4.749 -5.581
H 2.161 3.245 -7.963
H 0.888 2.656 -6.879
O -1.975 1.860 -0.691
S -0.561 1.557 -0.797
O 0.294 2.073 -1.841
C 0.246 1.962 0.814
C 0.753 0.630 1.355
C -0.104 -0.508 0.825
C -0.341 -0.225 -0.657
H -0.478 2.457 1.462
H 1.078 2.607 0.530
H 1.739 0.517 0.905
H 0.853 0.641 2.441
H -1.050 -0.536 1.365
H 0.365 -1.488 0.911
H -1.219 -0.675 -1.119
H 0.455 -0.484 -1.355
O -2.709 -6.060 -0.056
S -1.325 -5.802 -0.332
O -0.791 -5.694 -1.702
C -0.530 -4.567 0.771
C -0.303 -5.477 2.046
C 0.461 -6.757 1.600
C -0.284 -7.283 0.378
H -1.244 -3.743 0.785
H 0.413 -4.330 0.279
H 0.277 -4.885 2.754
H -1.219 -5.734 2.578
H 0.395 -7.394 2.482
H 1.505 -6.475 1.466
H -0.960 -8.130 0.499
H 0.341 -7.412 -0.505
O -2.742 -2.796 -1.465
S -4.190 -2.563 -1.425
O -5.028 -2.668 -2.645
C -4.853 -3.679 -0.101
C -5.881 -2.863 0.776
C -5.365 -1.417 0.744
C -4.690 -1.033 -0.585
H -4.012 -3.946 0.539
H -5.144 -4.616 -0.578
H -6.871 -2.875 0.320
H -5.875 -3.326 1.763
H -4.593 -1.248 1.495
H -6.205 -0.763 0.980
H -3.872 -0.318 -0.671
H -5.428 -0.627 -1.277
O 5.543 3.884 -0.709
S 5.141 2.579 -0.110
O 4.655 2.478 1.263
C 4.169 1.417 -1.285
C 5.137 0.347 -1.798
C 6.191 0.154 -0.688
C 6.641 1.515 -0.212
H 3.552 1.832 -2.082
H 3.558 0.994 -0.489
H 4.665 -0.627 -1.933
H 5.636 0.539 -2.748
H 7.004 -0.441 -1.104
H 5.765 -0.389 0.156
H 7.168 1.926 -1.073
H 7.172 1.574 0.738
O -1.231 -0.715 3.903
S -2.540 -0.154 4.137
O -3.451 0.273 3.085
C -3.433 -1.381 5.220
C -4.206 -0.560 6.274
C -3.218 0.545 6.758
C -2.560 1.116 5.525
H -2.714 -2.032 5.717
H -4.118 -1.877 4.532
H -5.055 -0.065 5.802
H -4.546 -1.237 7.058
H -2.489 0.013 7.369
H -3.691 1.249 7.443
H -1.544 1.505 5.461
H -3.241 1.899 5.190
*
```

The LUMO energy is -0.685 eV. Its SMILES is O=C1OC[C@@H](F)O1.O=C1OC[C@@H](F)O1.C[N+](=O)[O-].C[N+](=O)[O-].C[N+](=O)[O-].C[N+](=O)[O-].O=S1(=O)CCCC1.O=S1(=O)CCCC1.O=S1(=O)CCCC1.O=S1(=O)CCCC1.O=S1(=O)CCCC1.O=S1(=O)CCCC1. Its HOMO energy is -10.05 eV.



C34H66F3N3O14 | the ωB97M-V functional and the def2-TZVPD basis

Geometry as ORCA input:
```
! RIJCOSX wB97M-V def2-TZVPD def2/J DEFGRID3
* xyz 0 1
C 2.539 2.330 4.493
C 1.493 3.024 3.619
N 1.347 2.298 2.353
C 0.505 2.917 1.302
C 1.405 3.819 0.461
O 0.628 4.683 -0.393
C 1.267 5.160 -1.459
F 2.406 5.800 -1.151
F 0.477 5.991 -2.093
F 1.636 4.191 -2.327
C -0.528 3.771 2.042
O -0.385 4.921 2.413
N -1.635 2.972 2.200
C -1.864 2.315 0.891
O -2.818 1.293 1.047
C -2.477 3.361 -0.062
C -3.464 2.874 -1.143
C -4.863 3.519 -1.047
C -6.030 2.533 -1.163
O -6.901 2.706 -0.055
C -7.761 1.607 0.143
C -0.368 1.825 0.547
C -0.184 1.745 -0.982
C -1.152 0.763 -1.684
C -0.562 -0.598 -2.065
C 0.235 -0.539 -3.372
N -0.596 -0.554 -4.586
C -0.204 0.419 1.162
C 1.172 -0.315 1.248
C 2.446 0.163 0.523
C 2.847 -0.586 -0.753
C 4.303 -0.295 -1.183
C 5.246 -1.512 -1.119
C 6.186 -1.580 -2.321
O 6.753 -2.858 -2.538
C 7.535 -3.326 -1.461
H 2.988 3.035 5.191
H 2.083 1.527 5.077
H 3.318 1.868 3.881
H 1.770 4.075 3.474
H 0.531 2.999 4.137
H 2.283 2.176 1.981
H 1.985 4.448 1.141
H 2.092 3.237 -0.153
H -2.449 3.442 2.580
H -2.711 0.934 1.937
H -3.011 4.073 0.574
H -1.676 3.941 -0.522
H -3.047 3.097 -2.129
H -3.583 1.796 -1.099
H -4.969 4.281 -1.822
H -4.991 4.036 -0.094
H -5.667 1.498 -1.182
H -6.597 2.709 -2.087
H -8.468 1.493 -0.687
H -7.190 0.680 0.265
H -8.330 1.799 1.053
H -0.301 2.731 -1.427
H 0.839 1.444 -1.221
H -1.499 1.236 -2.609
H -2.046 0.599 -1.087
H 0.041 -1.016 -1.260
H -1.395 -1.299 -2.211
H 0.960 -1.355 -3.422
H 0.794 0.404 -3.386
H -0.808 0.394 -4.874
H -1.498 -0.979 -4.399
H -0.914 -0.233 0.649
H -0.561 0.488 2.194
H 1.021 -1.354 0.930
H 1.421 -0.369 2.307
H 2.437 1.227 0.296
H 3.284 0.014 1.216
H 2.746 -1.657 -0.557
H 2.195 -0.308 -1.576
H 4.313 0.100 -2.204
H 4.715 0.500 -0.555
H 5.847 -1.456 -0.206
H 4.682 -2.449 -1.087
H 6.991 -0.837 -2.229
H 5.631 -1.348 -3.233
H 6.921 -3.782 -0.677
H 8.140 -2.521 -1.028
H 8.210 -4.088 -1.854
C 2.328 -5.873 3.667
O 2.280 -4.930 2.591
C 1.456 -5.270 1.603
O 0.771 -6.257 1.560
O 1.515 -4.323 0.667
C 0.670 -4.555 -0.464
H 3.020 -5.464 4.395
H 1.347 -5.991 4.122
H 2.688 -6.838 3.316
H -0.374 -4.602 -0.160
H 0.948 -5.479 -0.967
H 0.828 -3.708 -1.126
C -0.070 -6.534 9.908
O -1.193 -6.290 9.057
C -0.923 -6.373 7.756
O 0.151 -6.626 7.275
O -2.042 -6.131 7.079
C -1.892 -6.190 5.658
H -0.444 -6.432 10.922
H 0.319 -7.538 9.751
H 0.716 -5.804 9.723
H -1.566 -7.181 5.347
H -1.176 -5.445 5.317
H -2.872 -5.978 5.244
C -0.806 3.481 -6.387
O -1.817 2.500 -6.640
C -2.639 2.808 -7.642
O -2.587 3.803 -8.314
O -3.527 1.824 -7.769
C -4.476 2.023 -8.821
H -0.221 3.096 -5.556
H -0.170 3.610 -7.260
H -1.255 4.434 -6.116
H -3.972 2.094 -9.783
H -5.058 2.926 -8.646
H -5.123 1.151 -8.801
*
```

The LUMO energy is 0.356 eV. Its SMILES is CCN[C@]1(COC(F)(F)F)C(=O)N[C@@](O)(CCCCOC)[C@]1(CCCCN)CCCCCCCOC.COC(=O)OC.COC(=O)OC.COC(=O)OC. Its HOMO energy is -9.29 eV.



C34H67BN6O2P2SZn | the ωB97M-V functional and the def2-TZVPD basis

Geometry as ORCA input:
```
! RIJCOSX wB97M-V def2-TZVPD def2/J DEFGRID3
* xyz 0 1
Zn -5.168 13.922 16.685
C -6.511 18.432 17.386
C -5.565 17.261 17.149
C -4.501 17.607 16.078
C -4.904 16.827 18.495
P -6.527 15.748 16.544
C -7.913 15.762 17.824
N -7.876 14.538 18.652
B -6.999 13.405 18.510
N -7.535 12.479 19.537
C -7.189 11.131 19.970
P -5.839 10.161 19.037
C -6.890 8.650 18.368
C -7.847 9.252 17.319
C -7.748 7.850 19.329
C -5.891 7.724 17.643
C -4.833 9.399 20.519
C -4.348 10.510 21.490
C -5.508 8.266 21.279
C -3.545 8.681 19.935
C -8.671 13.024 20.165
C -9.474 12.611 21.208
C -10.425 13.485 21.753
C -10.672 14.686 21.120
C -9.915 15.122 20.039
C -8.893 14.288 19.569
C -7.269 15.865 14.838
C -6.110 15.968 13.823
C -7.989 14.503 14.525
C -8.260 17.039 14.682
H -5.899 19.357 17.472
H -7.150 18.311 18.296
H -7.188 18.580 16.551
H -3.712 18.284 16.557
H -4.932 18.150 15.251
H -3.923 16.738 15.614
H -4.629 17.721 19.112
H -3.969 16.264 18.307
H -5.607 16.200 19.055
H -8.878 15.857 17.362
H -7.788 16.667 18.438
H -8.106 10.545 19.972
H -6.807 11.217 21.005
H -8.648 9.907 17.778
H -8.390 8.513 16.777
H -7.378 9.905 16.557
H -8.082 8.284 20.275
H -7.248 6.912 19.527
H -8.689 7.560 18.810
H -5.122 8.244 17.087
H -6.415 7.110 16.911
H -5.350 7.018 18.260
H -5.166 10.855 22.134
H -3.941 11.399 20.988
H -3.561 10.139 22.170
H -6.379 8.609 21.870
H -4.773 7.889 21.976
H -5.741 7.466 20.594
H -3.044 9.256 19.085
H -3.705 7.587 19.622
H -2.741 8.619 20.754
H -9.296 11.601 21.590
H -10.920 13.231 22.682
H -11.473 15.320 21.528
H -10.167 16.047 19.514
H -5.238 15.376 14.051
H -5.705 17.000 13.609
H -6.428 15.593 12.829
H -7.393 13.607 14.835
H -8.149 14.486 13.401
H -8.981 14.507 15.019
H -7.856 18.044 14.720
H -9.124 16.971 15.328
H -8.663 16.923 13.644
N -3.725 13.081 18.017
N -2.519 13.848 17.860
C -2.276 14.160 16.483
O -1.152 14.070 15.980
O -3.394 14.594 15.941
H -4.030 13.030 19.033
H -3.571 12.175 17.568
H -1.725 13.310 18.239
C -6.042 6.978 13.053
C -5.954 8.459 13.394
C -7.083 9.221 12.726
C -7.192 10.731 13.076
N -6.022 11.505 12.709
C -4.999 11.812 13.550
S -5.219 11.720 15.267
N -3.879 12.215 12.982
C -2.666 12.317 13.754
C -1.400 12.176 12.869
C -1.171 10.703 12.442
C -2.139 10.222 11.324
H -5.366 6.361 13.656
H -5.827 6.738 11.990
H -7.047 6.643 13.298
H -5.003 8.934 13.108
H -5.967 8.592 14.498
H -8.010 8.755 13.007
H -6.930 9.129 11.638
H -7.402 10.923 14.131
H -8.024 11.218 12.534
H -5.794 11.507 11.719
H -3.813 12.352 11.974
H -2.736 11.552 14.534
H -2.687 13.254 14.250
H -0.561 12.494 13.464
H -1.514 12.798 11.969
H -1.299 10.041 13.298
H -0.107 10.546 12.124
H -3.133 9.959 11.783
H -1.763 9.311 10.826
H -2.318 10.946 10.517
*
```

The LUMO energy is 0.216 eV. Its HOMO energy is -5.91 eV.



In the order shown, the computed frontier orbital gap values come out to 5.90 9.37 9.64 6.12 eV.